No. 1
Molecular formula: C49H109BrN6O3
Method: DFT, ωB97M-V/def2-TZVPD

XYZ file:
```
168
Properties=species:S:1:pos:R:3:lowdin_charge:R:1
O 0.70 0.67 1.92 0.07
C 0.24 0.02 0.88 -0.91
O -1.02 -0.20 0.81 -0.10
O 0.99 -0.31 -0.01 -0.04
H 1.60 0.79 1.61 0.02
C -3.77 8.54 -1.83 -0.10
C -2.74 7.91 -0.94 -0.24
C -3.23 6.49 -0.49 -0.08
N -2.20 5.68 0.41 -0.21
C -1.75 6.53 1.62 0.05
C -0.93 5.17 -0.30 -0.10
C -0.51 3.89 0.37 -0.16
C -1.73 3.25 0.96 -0.12
C -2.87 4.36 0.82 -0.07
H -4.75 8.59 -1.36 0.09
H -3.94 8.07 -2.79 0.09
H -3.41 9.56 -1.98 0.10
H -2.64 8.60 -0.10 0.11
H -1.83 7.78 -1.52 0.12
H -3.59 5.94 -1.37 0.13
H -4.11 6.65 0.13 0.13
H -0.90 6.17 2.21 0.11
H -2.61 6.47 2.28 0.10
H -1.50 7.57 1.41 0.10
H -0.14 5.92 -0.28 0.14
H -1.22 4.94 -1.33 0.13
H 0.22 4.07 1.15 0.13
H -0.10 3.23 -0.40 0.11
H -1.51 2.98 2.00 0.11
H -2.05 2.33 0.47 0.07
H -3.57 4.51 1.64 0.13
H -3.43 4.12 -0.08 0.10
C -6.15 0.61 0.34 -0.07
C -5.47 0.14 -0.97 -0.20
C -4.16 0.95 -1.17 -0.10
N -3.30 0.32 -2.30 -0.22
C -2.07 1.23 -2.45 0.01
C -2.83 -1.15 -2.05 -0.04
C -3.27 -1.94 -3.34 -0.15
C -4.57 -1.25 -3.80 -0.12
C -4.11 0.23 -3.65 -0.05
H -5.37 0.64 1.11 0.05
H -6.88 -0.12 0.71 0.09
H -6.60 1.60 0.32 0.09
H -6.20 0.30 -1.76 0.11
H -5.29 -0.93 -0.97 0.11
H -3.62 0.82 -0.23 0.11
H -4.13 2.01 -1.41 0.12
H -2.40 2.26 -2.56 0.10
H -1.63 0.92 -3.39 0.09
H -1.30 0.95 -1.73 0.09
H -1.74 -1.16 -1.92 0.10
H -3.37 -1.27 -1.11 0.12
H -2.55 -1.99 -4.15 0.10
H -3.30 -3.02 -3.16 0.11
H -4.93 -1.49 -4.80 0.13
H -5.34 -1.66 -3.15 0.11
H -3.54 0.57 -4.52 0.14
H -5.00 0.84 -3.51 0.12
C 7.37 -3.57 2.03 -0.09
C 5.89 -3.63 1.97 -0.24
C 5.22 -2.49 2.80 -0.09
N 3.68 -2.65 2.77 -0.18
C 3.11 -2.50 1.31 0.02
C 3.05 -1.48 3.52 -0.13
C 1.94 -2.02 4.44 -0.16
C 1.72 -3.45 4.01 -0.15
C 3.09 -3.93 3.48 -0.04
H 7.89 -2.98 1.27 0.08
H 7.76 -4.56 1.81 0.09
H 7.77 -3.35 3.02 0.09
H 5.55 -4.59 2.36 0.11
H 5.53 -3.61 0.94 0.08
H 5.39 -1.53 2.32 0.09
H 5.62 -2.39 3.81 0.14
H 2.08 -2.16 1.26 0.08
H 3.09 -3.47 0.80 0.08
H 3.70 -1.77 0.76 0.07
H 2.76 -0.69 2.83 0.06
H 3.77 -1.07 4.23 0.13
H 1.08 -1.37 4.33 0.10
H 2.47 -2.03 5.40 0.12
H 0.95 -3.47 3.24 0.11
H 1.32 -3.95 4.89 0.12
H 3.00 -4.81 2.84 0.13
H 3.75 -4.09 4.34 0.14
C -0.35 -4.61 -7.54 -0.09
C 0.22 -5.13 -6.25 -0.22
C 0.44 -4.00 -5.23 -0.11
N 0.63 -4.41 -3.75 -0.20
C -0.68 -5.10 -3.24 0.05
C 0.64 -3.11 -2.89 -0.11
C 1.25 -3.51 -1.57 -0.16
C 2.26 -4.59 -1.92 -0.14
C 1.88 -5.14 -3.28 -0.07
H -0.03 -5.26 -8.36 0.09
H -0.15 -3.57 -7.77 0.08
H -1.44 -4.67 -7.61 0.08
H 1.23 -5.55 -6.36 0.12
H -0.46 -5.93 -5.95 0.11
H -0.47 -3.41 -5.27 0.12
H 1.30 -3.36 -5.47 0.14
H -0.91 -5.00 -2.18 0.11
H -0.74 -6.09 -3.69 0.11
H -1.54 -4.57 -3.65 0.08
H -0.41 -2.81 -2.78 0.10
H 1.19 -2.35 -3.43 0.12
H 0.39 -3.76 -0.94 0.12
H 1.76 -2.66 -1.11 0.09
H 2.26 -5.20 -1.01 0.12
H 3.29 -4.24 -1.92 0.12
H 1.91 -6.23 -3.33 0.15
H 2.64 -4.79 -3.97 0.14
C 0.90 0.63 6.38 -0.08
C -0.38 0.92 5.56 -0.22
C -1.54 -0.01 6.03 -0.12
N -2.89 0.39 5.46 -0.21
C -2.99 0.26 3.96 0.02
C -3.94 -0.65 6.03 -0.06
C -5.25 0.12 6.09 -0.18
C -4.93 1.56 6.14 -0.15
C -3.45 1.74 5.89 -0.08
H 1.83 0.97 5.93 0.09
H 1.00 -0.45 6.54 0.06
H 0.75 0.99 7.39 0.09
H -0.25 0.84 4.48 0.08
H -0.68 1.96 5.71 0.10
H -1.41 -0.12 7.11 0.14
H -1.26 -0.98 5.62 0.13
H -2.56 -0.65 3.55 0.11
H -2.37 0.96 3.41 0.08
H -4.03 0.42 3.66 0.10
H -4.07 -1.62 5.54 0.15
H -3.79 -0.68 7.12 0.14
H -5.75 -0.11 5.14 0.11
H -6.01 -0.18 6.81 0.14
H -5.47 2.14 5.38 0.12
H -5.22 2.00 7.09 0.13
H -3.28 2.40 5.03 0.12
H -2.79 2.05 6.70 0.14
C 6.33 -1.26 -0.83 -0.11
C 5.82 -0.32 -1.89 -0.25
C 4.26 -0.34 -2.08 -0.07
N 3.75 0.90 -3.01 -0.22
C 4.58 1.03 -4.29 0.04
C 3.66 2.23 -2.26 -0.08
C 2.53 3.03 -2.98 -0.16
C 1.61 2.09 -3.60 -0.16
C 2.24 0.67 -3.40 -0.07
H 5.82 -2.22 -0.85 0.07
H 6.27 -0.74 0.12 0.04
H 7.41 -1.19 -0.98 0.10
H 6.23 -0.71 -2.83 0.11
H 6.18 0.68 -1.68 0.12
H 3.76 -0.30 -1.12 0.07
H 3.98 -1.29 -2.54 0.11
H 4.31 1.89 -4.89 0.12
H 4.37 0.07 -4.76 0.10
H 5.62 1.11 -3.98 0.10
H 4.70 2.55 -2.30 0.14
H 3.40 1.89 -1.25 0.06
H 2.98 3.78 -3.63 0.13
H 2.02 3.46 -2.12 0.11
H 1.66 2.24 -4.68 0.12
H 0.65 2.23 -3.10 0.10
H 2.29 0.00 -4.26 0.11
H 1.69 0.15 -2.62 0.10
Br 4.46 1.40 1.45 -0.34
```

Results
* orbital gap: 6.89 eV
* total charge: +4
* multiplicity: 1
* HOMO level: -0.531 Ha
* energy relative to the best compared isomer or geometry (same formula, charge and spin): 0.343 eV
* M: 910.4 g/mol

No. 2
Molecular formula: C49H119NO21
Method: DFT, ωB97M-V/def2-TZVPD

XYZ file:
```
190
Properties=species:S:1:pos:R:3:lowdin_charge:R:1
C -2.12 0.85 6.41 -0.12
O -1.39 1.71 5.51 -0.17
C -0.02 1.67 6.02 -0.19
C 0.77 2.59 5.11 -0.22
O 2.00 3.01 5.72 -0.19
C 2.96 3.48 4.74 -0.12
H -3.11 0.62 6.01 0.07
H -2.30 1.28 7.40 0.08
H -1.73 -0.13 6.67 0.08
H 0.42 0.67 5.95 0.12
H 0.09 2.03 7.04 0.13
H 0.11 3.37 4.73 0.12
H 0.98 2.08 4.17 0.10
H 3.42 2.63 4.25 0.07
H 3.86 3.90 5.20 0.07
H 2.48 4.15 4.02 0.08
C 4.22 2.84 -1.88 -0.14
O 5.11 1.77 -1.69 -0.19
C 5.89 1.80 -0.45 -0.17
C 5.17 1.72 0.91 -0.20
O 4.59 2.99 1.31 -0.24
C 5.56 4.11 1.58 -0.16
H 4.68 3.82 -1.96 0.08
H 3.56 3.01 -1.03 0.06
H 3.51 2.71 -2.71 0.07
H 6.49 2.70 -0.56 0.10
H 6.67 1.04 -0.46 0.11
H 5.80 1.38 1.73 0.11
H 4.36 1.00 0.86 0.10
H 6.18 3.71 2.38 0.06
H 5.08 5.00 1.98 0.04
H 6.11 4.45 0.70 0.05
C -3.42 -1.86 3.82 -0.12
O -2.44 -2.63 4.49 -0.18
C -2.54 -4.01 4.01 -0.18
C -1.48 -4.93 4.61 -0.18
O -1.60 -6.35 4.37 -0.19
C -1.27 -6.72 3.01 -0.10
H -3.33 -1.88 2.73 0.06
H -3.21 -0.80 3.95 0.07
H -4.39 -1.95 4.29 0.10
H -2.33 -4.04 2.94 0.09
H -3.53 -4.43 4.14 0.13
H -1.42 -4.76 5.68 0.12
H -0.46 -4.74 4.28 0.11
H -2.11 -6.45 2.37 0.07
H -1.17 -7.81 2.98 0.08
H -0.34 -6.29 2.65 0.08
C 3.39 -4.78 0.34 -0.12
O 2.10 -5.19 -0.06 -0.22
C 2.08 -5.44 -1.49 -0.16
C 1.16 -6.74 -1.70 -0.18
O 1.64 -7.98 -1.18 -0.19
C 1.58 -8.16 0.25 -0.08
H 4.09 -5.58 0.09 0.08
H 3.37 -4.63 1.42 0.09
H 3.74 -3.96 -0.28 0.08
H 3.02 -5.65 -1.99 0.12
H 1.67 -4.62 -2.07 0.10
H 1.01 -6.83 -2.78 0.11
H 0.15 -6.55 -1.34 0.11
H 2.40 -7.65 0.75 0.08
H 1.63 -9.21 0.55 0.08
H 0.61 -7.76 0.54 0.07
C -0.11 3.92 -1.83 -0.08
O -0.53 4.81 -0.80 -0.19
C 0.23 5.98 -0.70 -0.28
C -0.45 6.94 0.23 -0.22
O -1.85 7.16 -0.06 -0.23
C -2.19 7.64 -1.38 -0.12
H 0.95 3.75 -1.67 0.08
H -0.40 4.28 -2.82 0.09
H -0.71 3.02 -1.70 0.07
H 0.40 6.48 -1.66 0.11
H 1.22 5.78 -0.27 0.11
H 0.00 7.93 0.20 0.10
H -0.40 6.64 1.28 0.11
H -3.18 8.10 -1.34 0.08
H -2.07 6.89 -2.16 0.07
H -1.44 8.38 -1.65 0.07
C -2.93 -0.54 -6.36 -0.11
O -3.28 0.84 -6.22 -0.20
C -4.01 1.14 -5.01 -0.17
C -3.14 1.13 -3.76 -0.18
O -3.05 -0.16 -3.16 -0.21
C -4.14 -0.58 -2.34 -0.08
H -2.70 -0.78 -7.40 0.08
H -3.80 -1.14 -6.09 0.08
H -2.09 -0.83 -5.73 0.08
H -4.85 0.45 -4.93 0.11
H -4.49 2.12 -5.12 0.12
H -3.45 1.87 -3.03 0.11
H -2.15 1.50 -4.01 0.11
H -4.14 0.01 -1.42 0.08
H -3.93 -1.63 -2.14 0.07
H -5.13 -0.51 -2.80 0.09
C -3.12 2.40 2.04 -0.12
O -3.93 2.04 0.99 -0.17
C -3.72 2.79 -0.19 -0.20
C -3.69 4.31 -0.12 -0.17
O -5.08 4.75 0.02 -0.19
C -5.25 6.17 0.04 -0.12
H -2.08 2.34 1.71 0.08
H -3.24 1.72 2.88 0.08
H -3.33 3.42 2.35 0.09
H -4.52 2.58 -0.91 0.12
H -2.79 2.51 -0.69 0.10
H -3.35 4.76 -1.06 0.12
H -2.99 4.67 0.64 0.11
H -6.27 6.39 0.36 0.08
H -5.05 6.62 -0.94 0.07
H -4.51 6.69 0.65 0.08
C 2.51 -1.77 4.09 -0.15
O 3.00 -2.81 4.87 -0.18
C 4.43 -2.84 5.04 -0.15
C 5.37 -2.95 3.77 -0.20
O 5.23 -1.79 2.95 -0.22
C 6.03 -1.96 1.75 -0.09
H 2.76 -0.77 4.44 0.09
H 1.42 -1.76 4.12 0.08
H 2.86 -1.89 3.07 0.08
H 4.67 -3.64 5.75 0.12
H 4.71 -1.88 5.49 0.12
H 5.37 -3.89 3.24 0.11
H 6.36 -2.82 4.22 0.11
H 6.02 -1.04 1.17 0.07
H 5.62 -2.73 1.10 0.07
H 7.04 -2.21 2.05 0.08
C 0.03 1.54 -5.94 -0.09
O 0.38 2.69 -5.14 -0.19
C 1.53 3.26 -5.64 -0.25
C 1.96 4.29 -4.64 -0.22
O 3.27 4.71 -4.92 -0.21
C 3.45 5.61 -6.03 -0.14
H -0.85 1.09 -5.48 0.05
H 0.80 0.77 -5.87 0.09
H -0.12 1.81 -6.99 0.10
H 1.37 3.75 -6.60 0.12
H 2.27 2.48 -5.80 0.13
H 1.90 4.00 -3.59 0.09
H 1.39 5.22 -4.63 0.12
H 3.41 6.67 -5.77 0.07
H 2.82 5.44 -6.90 0.07
H 4.46 5.41 -6.38 0.08
C -5.40 -3.30 0.42 -0.11
O -4.49 -4.30 0.73 -0.21
C -4.37 -5.35 -0.25 -0.16
C -3.59 -4.87 -1.45 -0.19
O -4.37 -4.81 -2.66 -0.21
C -3.56 -4.56 -3.81 -0.11
H -5.32 -2.51 1.17 0.09
H -6.41 -3.71 0.37 0.09
H -5.18 -2.89 -0.56 0.07
H -5.29 -5.88 -0.48 0.13
H -3.82 -6.11 0.30 0.11
H -2.89 -5.66 -1.71 0.11
H -3.02 -3.95 -1.28 0.12
H -2.97 -5.45 -4.00 0.08
H -2.83 -3.76 -3.69 0.09
H -4.25 -4.46 -4.65 0.09
C -0.26 -2.57 1.58 -0.01
C -0.36 -1.29 0.66 -0.44
C 0.18 -0.13 1.51 -0.15
C 0.49 1.07 0.66 -0.14
C 1.50 0.69 -0.50 -0.08
C 1.00 -0.52 -1.34 -0.47
N 0.47 -1.58 -0.52 -0.12
O 0.13 -2.75 -1.19 -0.01
C 0.04 -0.03 -2.46 -0.02
C 2.29 -1.17 -2.00 -0.02
C -1.82 -0.99 0.31 -0.01
H -0.61 -2.31 2.58 0.07
H 0.77 -2.90 1.51 0.08
H -0.85 -3.45 1.31 0.07
H -0.54 0.20 2.26 0.11
H 1.02 -0.26 2.19 0.10
H 0.98 1.71 1.39 0.11
H -0.44 1.43 0.21 0.08
H 2.56 0.58 -0.26 0.09
H 1.58 1.51 -1.22 0.08
H -0.76 0.55 -2.01 0.06
H 0.52 0.61 -3.20 0.07
H -0.33 -0.87 -3.05 0.08
H 1.96 -1.92 -2.72 0.06
H 2.80 -0.42 -2.61 0.08
H 2.90 -1.66 -1.24 0.07
H -1.96 -0.10 -0.30 0.06
H -2.54 -0.95 1.12 0.07
H -2.16 -1.84 -0.28 0.07
H 0.45 -3.41 -0.57 0.06
```

Results
* orbital gap (alpha / beta): 1.24 / 7.99 eV
* total charge: -1
* multiplicity: 2
* HOMO level (alpha / beta): 0.027 / -0.223 Ha
* M: 1058.5 g/mol